1.
Below is a molecular structure, C30H49Cl2PZr in a non-equilibrium geometry, with properties calculated with ωB97M-V with the def2-TZVPD basis set.

Last column: Mulliken charge in e.
Cartesian coordinates (Å):
Zr1 1.96 -1.02 1.38  -0.39
Cl1 2.13 0.96 2.69  -0.63
Cl2 2.22 -1.20 -0.98  -0.50
P1 -0.17 0.87 -0.19  0.63
C1 -3.75 2.23 1.75  -1.08
C2 -4.14 3.56 1.09  -0.63
C3 -1.68 -4.17 -0.19  -0.18
C4 1.39 3.25 -0.32  -1.03
C5 3.83 -4.31 2.90  -1.77
C6 2.51 4.14 -2.45  -0.76
C7 4.67 -3.05 2.65  2.19
C8 -1.94 -1.06 -1.27  0.38
C9 0.42 -2.22 2.27  -0.57
C10 -2.93 4.29 0.44  -1.06
C11 2.06 2.86 -3.20  -0.82
C12 -2.47 -4.50 2.08  -0.33
C13 -2.07 1.12 -2.45  -0.51
C14 -1.14 0.16 -1.72  0.81
C15 -1.36 -3.84 2.57  -0.94
C16 -1.88 3.41 -0.27  0.52
C17 3.87 -1.94 1.97  -0.49
C18 -1.52 2.13 0.51  -0.16
C19 -3.43 -0.88 -3.37  -0.81
C20 -2.61 -1.80 -2.44  -0.79
C21 -2.79 1.37 0.90  -0.76
C22 -2.73 0.46 -3.67  -1.22
C23 5.86 -3.41 1.75  -1.85
C24 1.75 1.71 -2.22  -0.74
C25 -2.67 -4.62 0.69  -0.70
C26 -0.54 -3.51 0.30  -0.26
C27 1.64 4.48 -1.22  -0.63
C28 -0.43 -3.22 1.70  0.90
C29 0.73 2.17 -1.18  0.56
C30 5.19 -2.52 3.99  -1.65
H1 0.18 -2.10 3.34  -0.04
H2 0.68 4.90 -1.57  0.25
H3 2.36 2.87 0.03  0.57
H4 -2.43 4.85 1.24  0.35
H5 1.42 0.82 -2.78  0.35
H6 2.68 1.45 -1.71  0.44
H7 -3.44 1.16 -4.13  0.41
H8 1.20 3.08 -3.84  0.30
H9 -3.63 -1.40 -4.32  0.39
H10 -1.00 4.04 -0.45  -0.36
H11 -1.56 2.03 -2.80  0.17
H12 -3.59 -5.04 0.30  0.30
H13 6.49 -2.54 1.57  0.40
H14 5.87 -3.24 4.48  0.39
H15 -1.29 -1.75 -0.75  -1.31
H16 -2.86 1.44 -1.77  -0.07
H17 -0.98 2.44 1.44  0.67
H18 5.52 -3.77 0.78  0.36
H19 3.00 -4.11 3.60  0.36
H20 -3.32 5.05 -0.26  0.33
H21 2.88 2.53 -3.85  0.39
H22 -4.91 3.38 0.33  0.32
H23 -1.94 0.26 -4.42  0.40
H24 3.38 -4.68 1.97  0.28
H25 -2.29 3.18 -1.27  0.01
H26 -4.59 4.23 1.85  0.36
H27 4.64 -1.21 1.55  -0.16
H28 2.15 5.26 -0.64  0.42
H29 -1.83 -4.31 -1.27  0.47
H30 -3.27 2.45 2.71  0.41
H31 6.50 -4.19 2.20  0.41
H32 -3.35 1.06 0.00  0.12
H33 -0.33 -0.18 -2.40  0.71
H34 -0.11 2.61 -1.72  -0.24
H35 -3.22 -4.89 2.77  0.32
H36 3.54 3.96 -2.10  0.29
H37 -1.83 -2.29 -3.04  0.38
H38 -4.65 1.65 1.97  0.40
H39 -3.25 -2.60 -2.04  0.41
H40 4.34 -2.31 4.67  0.32
H41 -4.41 -0.68 -2.89  0.27
H42 4.45 -5.13 3.33  0.42
H43 -2.72 -0.77 -0.55  0.22
H44 0.80 3.52 0.57  0.29
H45 2.54 4.99 -3.16  0.36
H46 0.21 -3.13 -0.40  0.39
H47 5.72 -1.57 3.85  0.34
H48 -2.54 0.46 1.46  0.42
H49 -1.21 -3.69 3.64  0.28

Summary:
Kohn-Sham gap = 3.3 eV
charge = -2
HOMO level = 0.87 eV
strongest force on any atom = 4.3 eV Å⁻¹
calculated total energy = -2481.31953 Eh
multiplicity = 1
molecular weight = 602.83 g mol⁻¹



2.
Below is 6 unconnected molecules or ions with the total composition C30H49IN12O6S in a non-equilibrium geometry, with properties calculated with ωB97M-V with the def2-TZVPD basis set.

Last column: Mulliken charge in e.
Cartesian coordinates (Å):
I1 -1.18 2.01 -2.56  0.04
S1 -6.27 -0.06 1.85  -0.22
O1 6.54 0.40 1.87  -0.72
O2 -4.97 3.50 0.81  -0.25
O3 5.25 1.54 -2.34  -0.59
O4 3.59 -1.43 -6.22  -0.59
O5 -10.87 -4.22 1.10  -0.65
O6 6.21 -2.91 -1.56  -0.67
N1 -9.26 -2.64 0.91  -0.31
N2 6.31 2.59 2.42  -0.41
N3 5.13 -0.47 -7.58  -0.37
N4 -1.12 -1.82 2.19  -0.25
N5 5.80 3.49 -3.35  -0.42
N6 3.49 -1.81 -8.44  -0.43
N7 -10.01 -3.29 2.97  -0.34
N8 -4.14 -1.99 2.86  -0.57
N9 6.51 -3.66 0.56  -0.39
N10 6.13 -1.44 0.16  -0.13
N11 5.00 1.00 3.41  -0.40
N12 6.61 2.99 -1.27  -0.35
C1 5.99 1.27 2.52  0.77
C2 0.42 -0.52 -0.79  0.72
C3 -1.91 2.58 -0.56  -0.93
C4 -0.85 3.51 0.22  -0.28
C5 -2.07 -0.89 1.71  0.06
C6 -1.01 5.04 -0.29  -1.20
C7 -3.63 -4.01 4.30  -1.09
C8 5.85 2.61 -2.32  0.53
C9 1.15 -1.88 -3.37  -0.47
C10 -2.42 1.36 0.29  0.78
C11 -0.27 -1.98 -2.89  -0.73
C12 -5.56 3.35 2.12  0.09
C13 -3.15 -2.84 3.32  0.64
C14 0.05 0.25 0.54  -0.92
C15 0.40 -3.42 4.38  -0.68
C16 -1.67 -2.80 3.00  0.21
C17 -10.10 -3.44 1.62  0.58
C18 6.28 -2.68 -0.36  0.58
C19 -4.96 4.55 3.01  -1.00
C20 -4.99 2.28 0.05  -1.82
C21 3.73 -1.04 -3.03  0.15
C22 4.04 -1.25 -7.34  0.59
C23 -1.52 0.26 0.84  0.50
C24 -0.63 -1.28 -1.59  -0.23
C25 -4.46 0.08 1.47  0.99
C26 -3.53 -1.00 2.06  0.27
C27 2.21 -1.15 -2.57  0.35
C28 -3.93 1.22 0.61  -0.24
C29 1.85 -0.46 -1.27  -0.65
C30 -0.69 -3.85 3.63  -0.49
H1 2.60 0.12 -0.64  0.28
H2 -0.58 5.77 0.45  0.34
H3 6.57 -3.50 1.55  0.14
H4 -4.90 4.27 4.11  0.32
H5 -3.12 -3.80 5.30  0.30
H6 6.18 -1.23 1.14  0.17
H7 6.63 -4.60 0.21  0.22
H8 0.61 -0.27 1.38  0.42
H9 -1.71 -1.35 -1.27  0.25
H10 -10.61 -3.86 3.54  0.20
H11 7.04 2.83 1.77  0.22
H12 5.24 3.24 -4.15  0.23
H13 6.28 4.37 -3.35  0.15
H14 -4.75 -3.95 4.49  0.28
H15 0.22 3.23 -0.09  0.23
H16 2.68 -2.40 -8.31  0.22
H17 -2.06 5.28 -0.63  0.27
H18 -0.83 -4.96 3.53  0.30
H19 -9.38 -2.65 3.42  0.16
H20 -5.28 2.40 2.66  0.13
H21 6.68 2.36 -0.49  0.17
H22 4.25 -0.12 -2.60  -0.16
H23 -3.32 -5.03 3.92  0.29
H24 5.51 -0.31 -8.49  0.17
H25 1.41 -2.37 -4.35  0.35
H26 -0.99 3.49 1.34  0.42
H27 4.73 0.04 3.52  0.21
H28 5.56 -0.03 -6.78  0.21
H29 5.95 -0.69 -0.48  0.15
H30 4.26 -1.94 -2.55  0.14
H31 0.48 1.29 0.46  0.12
H32 3.86 -1.09 -4.15  -0.05
H33 -2.78 3.29 -0.79  0.43
H34 1.07 -4.15 4.94  0.26
H35 -9.30 -2.72 -0.10  0.18
H36 -6.02 1.83 -0.09  0.36
H37 -5.48 5.53 2.82  0.28
H38 -1.08 -2.51 -3.47  0.30
H39 -6.70 3.40 2.09  0.24
H40 3.84 -1.68 -9.37  0.15
H41 7.11 3.86 -1.23  0.15
H42 0.69 -2.33 4.47  0.21
H43 -6.85 -0.12 0.58  0.16
H44 -4.62 2.55 -0.99  0.41
H45 -3.88 4.67 2.65  0.20
H46 -8.62 -1.98 1.32  0.17
H47 5.87 3.32 2.94  0.16
H48 -0.36 5.10 -1.23  0.32
H49 4.53 1.71 3.96  0.16

Summary:
Kohn-Sham gap = 6.6 eV
SMILES = C=Cc1nc2c(Cc3cccc(C)c3)c([C@H](I)CC)c(COCC)c(S)c2nc1C.NC(N)=O.NC(N)=O.NC(N)=O.NC(N)=O.NC(N)=O
charge = 0
HOMO level = -7.26 eV
strongest force on any atom = 5.5 eV Å⁻¹
calculated total energy = -2976.84926 Eh
multiplicity = 1
molecular weight = 832.77 g mol⁻¹



3.
Below is a molecular structure, C30H50AlBBe2Cl3F2NO20S2 in a non-equilibrium geometry, with properties calculated with ωB97M-V with the def2-TZVPD basis set.

Last column: Mulliken charge in e.
Cartesian coordinates (Å):
Cl1 10.03 1.80 -6.67  -0.14
Cl2 9.96 -1.10 -6.49  -0.03
Cl3 10.83 0.48 -4.20  -0.14
S1 0.66 1.16 1.26  1.45
S2 -2.55 0.52 -2.63  0.34
Al1 1.69 1.45 3.51  -0.12
F1 8.29 -3.51 -6.53  -0.37
F2 8.07 -2.01 -4.69  -0.38
O1 -1.00 1.09 -2.10  -0.47
O2 4.07 -2.35 -6.44  -0.64
O3 6.32 -2.16 -6.32  -0.45
O4 3.46 -1.45 -2.70  -0.53
O5 0.61 -0.22 2.02  -0.48
O6 4.48 -4.53 -4.62  -0.62
O7 -4.14 3.63 2.93  -0.29
O8 6.66 -3.95 -4.83  -0.47
O9 7.54 0.05 -0.70  -0.46
O10 -3.33 -0.07 -1.39  -0.29
O11 -0.73 1.82 1.53  -0.45
O12 -2.20 -0.64 -3.80  -0.40
O13 3.05 0.73 -3.68  -0.47
O14 4.23 0.39 0.53  -0.41
O15 -3.77 2.40 4.83  -0.55
O16 3.08 6.81 7.99  -0.50
O17 3.11 3.79 5.99  -0.40
O18 -5.31 4.10 4.73  -0.29
O19 3.88 2.43 2.81  -0.44
O20 -8.30 -4.54 -3.25  -0.61
N1 -6.91 -1.31 -0.56  0.22
C1 5.14 -2.72 -6.00  0.69
C2 -0.35 0.11 -1.22  0.15
C3 -4.35 3.29 4.22  1.00
C4 -0.46 -3.80 -2.25  -0.44
C5 0.30 -4.38 -0.92  -0.39
C6 -4.07 -3.22 -1.80  0.41
C7 2.82 3.32 4.77  0.03
C8 5.54 0.09 0.62  -0.21
C9 4.44 6.50 8.26  -0.45
C10 0.20 -1.25 -1.95  -0.20
C11 -2.08 -2.01 -3.32  0.23
C12 -1.11 -2.27 -2.03  -0.11
C13 -0.27 -4.58 0.43  -0.65
C14 -8.28 -0.61 -0.66  -0.08
C15 -3.58 -2.66 -3.25  -0.98
C16 -4.59 4.54 7.01  -0.88
C17 0.96 -1.02 -3.38  -0.36
C18 -6.57 -2.03 -1.85  -0.32
C19 4.17 2.88 4.04  -0.37
C20 5.35 -3.82 -5.09  0.65
C21 -5.72 -3.42 -1.67  -0.84
C22 -5.63 3.90 6.11  -0.39
C23 10.80 0.37 -5.97  -0.03
C24 -3.08 2.90 2.30  -0.56
C25 -6.17 -1.12 0.74  -0.06
C26 -7.21 -0.18 1.58  -0.47
C27 1.00 0.88 -0.59  -0.66
C28 6.25 0.37 -0.78  0.06
C29 -8.57 0.18 0.74  -0.53
C30 2.56 -0.61 -3.24  0.26
B1 7.36 -2.90 -5.59  0.72
Be1 8.29 -2.22 -0.74  0.82
Be2 -3.11 2.47 6.56  0.29
H1 4.66 2.17 4.73  0.35
H2 -1.54 -2.60 -4.22  0.43
H3 6.00 1.42 -1.03  0.27
H4 -4.32 -1.84 -3.69  0.17
H5 -3.09 3.15 1.24  0.33
H6 -2.12 3.20 2.72  0.31
H7 -9.51 0.84 0.99  0.33
H8 1.10 1.94 -1.07  0.38
H9 2.15 2.44 4.72  0.26
H10 -4.89 4.46 8.06  0.43
H11 -7.61 -2.34 -2.34  0.30
H12 2.67 6.00 7.66  0.29
H13 0.42 -5.09 1.26  0.24
H14 2.28 1.34 -3.90  0.35
H15 1.02 -1.70 -1.21  0.76
H16 -5.92 -3.83 -0.57  0.36
H17 -5.76 2.83 6.32  0.34
H18 -7.96 -4.87 -4.10  0.31
H19 1.44 -4.70 -1.07  0.31
H20 -8.97 -0.64 -1.63  0.35
H21 -1.35 -4.18 0.64  0.17
H22 0.46 -0.09 -3.93  0.26
H23 -3.66 -3.57 -4.02  0.33
H24 -0.98 -0.21 -0.28  0.37
H25 0.24 -3.81 -3.21  0.38
H26 2.31 4.01 4.08  0.29
H27 -5.11 -1.54 0.99  0.32
H28 -3.76 -2.58 -0.87  -0.35
H29 -6.60 4.38 6.28  0.35
H30 -6.07 -4.27 -2.43  0.31
H31 5.79 -0.95 0.88  0.19
H32 -6.09 -1.24 -2.57  0.13
H33 4.84 3.75 4.10  0.39
H34 -3.23 1.82 2.40  0.30
H35 -3.62 -4.31 -1.62  0.31
H36 11.83 0.32 -6.33  0.33
H37 -7.05 0.25 2.66  0.28
H38 -9.26 -4.63 -3.33  0.29
H39 6.13 0.65 1.37  0.27
H40 0.83 -1.93 -4.14  0.37
H41 -3.62 4.05 6.89  0.28
H42 1.69 1.91 1.85  -0.03
H43 -1.63 -2.19 -0.98  -0.04
H44 -1.35 -4.52 -2.49  0.42
H45 4.93 6.18 7.34  0.18
H46 1.96 0.22 -0.64  0.23
H47 4.49 5.71 9.01  0.23
H48 4.94 7.39 8.65  0.25
H49 5.64 -0.17 -1.54  0.06
H50 -4.45 5.59 6.75  0.35

Summary:
Kohn-Sham gap = 1.1 eV
charge = +2
HOMO level = -11.43 eV
strongest force on any atom = 8.6 eV Å⁻¹
calculated total energy = -5404.39840 Eh
multiplicity = 1
molecular weight = 1009.02 g mol⁻¹



4.
Below is a molecular structure, C30H50B3BrN12O7S in a non-equilibrium geometry, with properties calculated with ωB97M-V with the def2-TZVPD basis set.

Last column: Mulliken charge in e.
Cartesian coordinates (Å):
Br1 -0.88 3.69 -5.14  -0.24
S1 3.00 1.18 -0.85  0.82
O1 -1.66 -1.43 -1.46  -0.32
O2 -1.51 0.94 1.32  -0.20
O3 -1.08 0.74 -4.42  -0.23
O4 3.45 2.60 -0.96  -0.63
O5 1.88 1.03 0.14  -0.44
O6 1.17 1.67 -4.45  -0.11
O7 0.04 1.23 -2.31  -0.13
N1 -2.80 -13.34 -4.59  -0.41
N2 -1.90 -6.50 -4.14  -0.41
N3 2.47 5.17 3.78  -0.55
N4 -1.60 1.88 5.60  -0.52
N5 -4.65 1.32 -3.97  -0.44
N6 7.18 4.21 4.25  -0.42
N7 1.07 -3.64 -0.28  -0.52
N8 -4.24 4.20 2.67  -0.47
N9 0.73 -10.91 -1.83  -0.44
N10 4.08 5.41 -6.98  -0.37
N11 -0.79 -2.36 2.46  -0.72
N12 0.18 9.78 6.11  -0.37
C1 -1.15 -10.20 -3.56  -0.51
C2 0.95 -1.01 3.93  -0.70
C3 -1.56 -5.58 -3.51  0.09
C4 6.61 5.20 4.08  0.35
C5 -0.64 2.52 5.78  0.39
C6 3.81 4.87 -5.99  0.11
C7 -1.11 -4.41 -2.70  -0.14
C8 -1.12 -0.95 -0.21  0.92
C9 -2.21 -13.74 -3.67  0.36
C10 -0.09 -10.59 -2.59  0.36
C11 -1.47 -14.24 -2.49  -0.71
C12 -2.16 -0.38 -2.30  -0.38
C13 -4.50 3.64 3.65  0.40
C14 -1.49 2.05 0.41  0.93
C15 -0.03 -1.77 3.10  0.69
C16 0.58 3.34 6.00  -0.41
C17 0.46 -4.90 1.99  -0.80
C18 3.45 4.18 -4.72  -0.23
C19 -2.05 3.40 1.09  -1.11
C20 3.42 3.19 2.27  -0.50
C21 0.93 8.36 4.00  -0.48
C22 0.80 -4.19 0.72  0.53
C23 -2.18 -0.22 0.76  -0.76
C24 2.57 0.44 -2.51  -0.58
C25 5.87 6.48 3.87  -0.71
C26 -4.27 0.91 -6.56  -0.79
C27 0.51 9.16 5.19  0.26
C28 2.90 4.31 3.12  0.41
C29 -4.83 2.91 4.91  -0.66
C30 -4.48 1.14 -5.11  0.44
B1 1.23 1.12 -3.12  0.10
B2 -1.02 0.54 -2.98  -0.02
B3 -0.26 1.88 -4.65  0.60
H1 1.32 2.75 6.55  0.29
H2 1.01 3.64 5.05  -0.11
H3 3.95 3.60 1.41  0.29
H4 -0.36 -5.60 1.82  0.27
H5 1.49 7.49 4.33  0.10
H6 -1.96 -10.93 -3.55  0.14
H7 -0.38 -4.73 -1.96  0.09
H8 -5.64 2.21 4.73  0.27
H9 -1.18 4.09 1.29  0.29
H10 -0.73 -10.15 -4.57  0.25
H11 -5.12 3.61 5.68  0.29
H12 0.06 8.04 3.44  0.25
H13 -2.71 -0.89 -3.15  0.21
H14 -1.97 -3.97 -2.18  0.21
H15 0.16 -4.18 2.76  0.24
H16 5.32 6.44 2.94  0.23
H17 -2.71 3.21 1.98  0.18
H18 -4.05 -0.14 -6.74  0.26
H19 6.59 7.31 3.84  0.32
H20 3.14 4.91 -3.97  0.31
H21 -0.45 2.31 0.04  -0.28
H22 -1.16 -15.28 -2.66  0.29
H23 -3.18 0.01 0.30  0.39
H24 -5.17 1.18 -7.12  0.34
H25 -0.66 -3.66 -3.35  0.16
H26 -3.44 1.52 -6.92  0.22
H27 -1.55 -9.22 -3.30  0.18
H28 -3.95 2.35 5.25  0.16
H29 1.33 -5.46 2.35  0.33
H30 2.63 3.48 -4.89  -0.06
H31 1.75 -1.68 4.27  0.37
H32 -0.58 -13.63 -2.32  0.23
H33 1.39 -0.21 3.34  0.04
H34 -2.10 -14.20 -1.60  0.25
H35 -0.21 -0.28 -0.29  -0.04
H36 -2.13 1.88 -0.52  -0.32
H37 4.10 2.57 2.86  0.34
H38 2.36 -0.65 -2.32  0.42
H39 -0.76 -1.89 0.35  -0.57
H40 4.31 3.63 -4.34  0.26
H41 -2.91 0.31 -1.82  0.22
H42 1.57 8.97 3.35  0.26
H43 -2.39 -0.90 1.64  0.36
H44 -2.70 3.92 0.31  0.35
H45 4.07 0.43 -0.34  0.13
H46 0.45 -0.58 4.80  0.28
H47 5.18 6.65 4.70  0.24
H48 0.33 4.23 6.58  0.32
H49 2.59 2.58 1.92  0.00
H50 3.48 0.56 -3.15  0.39

Summary:
Kohn-Sham gap = 8.4 eV
charge = 0
HOMO level = -9.04 eV
strongest force on any atom = 4.1 eV Å⁻¹
calculated total energy = -5403.69153 Eh
multiplicity = 1
relative energy (zero: lowest compared OMol25 entry of this formula, charge and spin) = 286.2 kJ/mol
molecular weight = 835.21 g mol⁻¹



- Which of these has the highest calculated total energy?
  C30H49Cl2PZr



- Which formula does entry 2 have?
  C30H49IN12O6S